# 1
A molecular structure, C28H15BrF10N7O5OsS3, computed with the ωB97M-V functional and the def2-TZVPD basis.

Values from the calculation:
<S²> = 6.084
Gap between HOMO and LUMO (spin up / spin down) = 7.078 / 5.186 eV
Energy relative to the best compared isomer or geometry (same formula, charge and spin) = 0.000 eV
HOMO energy (spin up / spin down) = -0.3858 / -0.3857 Ha

ORCA input file:
```
! wB97M-V def2-TZVPD RIJCOSX def2/J DEFGRID3
* xyz 1 5
C -2.16853 -0.82891 2.51257
O 5.13854 -0.23696 -0.19095
H -2.45561 5.13329 0.60558
C -2.37565 3.61535 1.98435
H 1.10931 -4.00686 -4.45058
C 2.53363 1.91798 2.57137
N 1.35494 -3.19798 -1.94708
C -1.85875 -1.61848 3.63505
H -0.93795 1.90061 -6.93954
O 3.01808 -0.64638 2.03407
F 3.82503 2.04181 2.83086
F 3.04429 1.53468 -2.78902
N -2.16890 -2.84404 -1.93761
H -3.60402 4.96153 4.38466
H -0.87898 2.88773 -4.66143
C -0.60319 1.85308 -4.81299
H -4.83064 5.36415 1.68466
C 0.85382 -2.96416 -4.31244
F 4.72422 2.38279 -1.71358
H -4.95875 4.08044 3.66748
N -2.32007 -2.85593 6.96655
C -0.63510 1.28582 -6.10364
C -2.80519 0.03307 5.22479
C -0.19922 -2.26462 -0.33426
H 3.69338 -3.15657 -0.64387
C -0.29361 -0.02394 -6.29503
N 2.86035 0.97125 0.05820
C 0.46800 -2.19603 -5.37600
C 0.89403 -2.39407 -3.03209
C 0.55743 -1.06699 -2.78807
F -0.74627 -3.56163 4.38452
F 5.01997 0.67686 -3.01747
C 4.19322 1.26484 -2.16745
H 2.18296 -3.75038 -2.12167
S 3.88656 0.08955 -0.77590
H -0.32268 -0.45603 -7.28698
H -2.83295 2.60411 3.72226
O 3.10569 -0.99863 -1.38044
C 0.10364 -0.83655 -5.20800
F -1.90625 -0.29549 0.26043
C -2.33509 -1.27484 4.94775
C -0.73742 -2.16052 1.06939
Br -0.20048 1.77386 -1.98850
N -3.15368 1.10508 5.46533
C -3.89485 5.37582 2.24465
N -3.05086 3.37254 3.11236
H 3.64964 -3.74696 1.03426
H -3.66229 6.40548 2.51139
S -1.16571 2.64857 1.32825
Os 0.68713 -0.34524 -0.94053
O 0.86963 0.31052 1.27436
C -3.95412 4.45697 3.48370
F -3.02740 0.17074 2.61630
N -2.81350 4.77572 1.47083
H 0.42830 -2.62774 -6.36772
C -2.31027 -2.16363 6.04453
C -1.28858 -2.57171 -1.25217
F 1.86461 1.68439 3.68769
F 0.15522 -4.15276 2.00513
C -0.52716 -3.01817 2.14062
C -0.22484 1.06319 -3.77112
C 1.04755 -2.94353 -0.67186
C -1.61025 -1.09492 1.29197
S 2.32017 0.45703 1.45989
C 3.16564 -3.79009 0.06557
C 0.14341 -0.28548 -3.90686
O 1.83310 -3.26862 0.29914
C -1.04757 -2.73694 3.39331
H 3.08990 -4.82335 -0.27143
F 2.08495 3.00626 1.98241
*
```

Quick look at the natural (NBO) charges, all values in e:
1. C 0.376
2. O -0.855
3. H 0.421
4. C 0.329
5. H 0.236
6. C 0.769
7. N -0.585
8. C -0.148
9. H 0.240
10. O -0.886
11. F -0.288
12. F -0.311
13. N -0.249
14. H 0.206
15. H 0.242
16. C -0.194
17. H 0.201
18. C -0.246
19. F -0.283
20. H 0.213
21. N -0.186
22. C -0.190
23. C 0.269
24. C -0.477
25. H 0.223
26. C -0.141
27. N -1.233
28. C -0.102
29. C 0.241
30. C -0.307
31. F -0.268
32. F -0.290
33. C 0.750
34. H 0.437
35. S 2.238
36. H 0.232
37. H 0.438
38. O -0.985
39. C -0.083
40. F -0.294
41. C -0.126
42. C -0.139
43. Br 0.343
44. N -0.260
45. C -0.224
46. N -0.586
47. H 0.248
48. H 0.211
49. S -0.388
50. Os 1.127
51. O -0.964
52. C -0.221
53. F -0.271
54. N -0.588
55. H 0.235
56. C 0.236
57. C 0.260
58. F -0.287
59. F -0.288
60. C 0.396
61. C -0.084
62. C 0.710
63. C 0.401
64. S 2.224
65. C -0.283
66. C -0.018
67. O -0.422
68. C 0.373
69. H 0.203
70. F -0.278

# 2
A single C2H4N4 molecule, computed with the ωB97M-V functional and the def2-TZVPD basis.

Values from the calculation:
Gap between HOMO and LUMO = 9.423 eV
Energy relative to the best compared isomer or geometry (same formula, charge and spin) = 3.289 eV
HOMO energy = -0.3275 Ha

ORCA input file:
```
! wB97M-V def2-TZVPD RIJCOSX def2/J DEFGRID3
* xyz 0 1
N -1.10698 0.79577 -1.54423
H -1.18403 1.80057 -1.66129
H -1.38297 0.23286 -2.34189
H 2.29704 -0.72216 1.10474
C -0.29753 0.22828 -0.45737
N 0.31689 -0.82669 1.79351
H 0.72106 -1.23652 2.63246
N -1.54503 0.25111 -0.17198
C 1.22783 -0.54663 0.94526
N 0.95373 0.02341 -0.29922
*
```

Quick look at the natural (NBO) charges, all values in e:
1. N -0.515
2. H 0.398
3. H 0.399
4. H 0.153
5. C 0.551
6. N -0.697
7. H 0.343
8. N -0.279
9. C 0.264
10. N -0.617

# 3
A single C8H10NP molecule at a distorted geometry, computed with the ωB97M-V functional and the def2-TZVPD basis.

Values from the calculation:
Gap between HOMO and LUMO (spin up / spin down) = 8.765 / 8.766 eV
Energy relative to the best compared isomer or geometry (same formula, charge and spin) = 1.865 eV
HOMO energy (spin up / spin down) = -0.3274 / -0.3275 Ha
SMILES string = [H]/N=C(\PC)c1ccccc1

ORCA input file:
```
! wB97M-V def2-TZVPD RIJCOSX def2/J DEFGRID3
* xyz 0 1
C 2.11128 -0.76601 -1.11968
C 3.11732 0.03339 -0.57549
C 0.79404 -0.57562 -0.93238
H -3.39888 -1.54963 0.74101
H -3.10246 1.00298 -0.80267
C 1.36746 1.32346 0.47725
C 0.42795 0.60269 -0.18424
C -0.92743 1.09229 -0.33301
H -0.16087 -1.05688 -1.33012
N -1.15457 2.51204 -0.09700
H 2.57933 -1.60638 -1.74908
H -2.45727 -0.34882 1.49147
C 2.74936 1.05203 0.23093
C -2.35317 -1.00925 0.73669
H -2.17761 2.68201 -0.33102
H 1.13105 2.08211 1.10976
H -1.47856 -1.72872 0.77033
H 3.39372 1.53748 0.81024
H 4.12308 -0.35906 -0.59711
P -2.14124 -0.05650 -0.97316
*
```

Quick look at the natural (NBO) charges, all values in e:
1. C -0.197
2. C -0.204
3. C -0.202
4. H 0.232
5. H -0.029
6. C -0.139
7. C -0.151
8. C -0.023
9. H 0.223
10. N -0.612
11. H 0.212
12. H 0.213
13. C -0.186
14. C -0.846
15. H 0.324
16. H 0.222
17. H 0.237
18. H 0.200
19. H 0.217
20. P 0.507

# 4
A single C3H4F2 molecule at a distorted geometry, computed with the ωB97M-V functional and the def2-TZVPD basis.

Values from the calculation:
Gap between HOMO and LUMO = 11.943 eV
Energy relative to the best compared isomer or geometry (same formula, charge and spin) = 1.376 eV
HOMO energy = -0.3969 Ha
SMILES string = C=CC(F)F

ORCA input file:
```
! wB97M-V def2-TZVPD RIJCOSX def2/J DEFGRID3
* xyz 0 1
C 1.14085 -0.97847 0.12833
H 1.62758 -0.68398 1.18981
H -0.34017 -0.74599 -1.44436
H -1.82041 0.56476 0.71074
F -1.33596 1.61410 -0.79800
C -0.93562 0.76504 0.16467
F -0.16782 1.55408 0.97900
H 1.75432 -1.55779 -0.43088
C 0.07723 -0.53175 -0.49931
*
```

Quick look at the natural (NBO) charges, all values in e:
1. C -0.381
2. H 0.228
3. H 0.210
4. H 0.133
5. F -0.348
6. C 0.548
7. F -0.359
8. H 0.195
9. C -0.225

# 5
A molecular structure, C14H16FN5O at a distorted geometry, computed with the ωB97M-V functional and the def2-TZVPD basis.

Values from the calculation:
Gap between HOMO and LUMO = 7.320 eV
HOMO energy = -0.2574 Ha

ORCA input file:
```
! wB97M-V def2-TZVPD RIJCOSX def2/J DEFGRID3
* xyz 0 1
H -5.34805 3.24538 -1.06684
H -2.79748 3.18040 -0.92083
N -0.16051 -0.53389 0.17063
N -2.43860 -0.38246 0.11455
C -1.29601 -1.18217 0.00049
C 2.70701 -0.19032 0.05780
C 2.33447 1.19400 0.15102
H 4.29397 -1.59905 0.37610
H 5.46268 2.37928 -0.09400
H -2.85321 3.39058 0.87763
C -4.76797 3.46594 -0.19686
H 6.15815 0.33684 0.07822
H -2.35458 -2.75833 0.14322
H -4.72263 4.81904 -0.11139
C 4.65191 1.82984 0.14973
H 0.30112 -3.01881 1.25925
C 3.97625 -0.42865 0.33028
H -1.49256 -5.01279 0.77834
C -0.08244 -3.11128 0.24780
H -5.39052 3.33352 0.94716
H 2.01798 -0.97367 0.28813
F 3.10265 3.43677 -0.16941
C -0.48987 -4.64478 0.13161
C -0.19749 0.74787 0.21021
H 0.78082 -5.20013 -1.49154
H 0.43379 -3.04068 -0.53957
N -1.22527 1.66237 -0.11975
H 0.91933 2.68908 -0.11776
N -1.34304 -2.37016 0.19097
C -0.01085 -5.49596 -0.59317
C 5.07174 0.56150 0.14502
C -3.48881 3.17078 -0.16675
C -2.40673 1.00438 -0.04728
C 3.37553 2.27735 -0.29175
H -0.32801 -6.32343 -0.69393
N 1.15579 1.68518 -0.06353
O -3.54855 1.85642 0.03621
*
```

Quick look at the natural (NBO) charges, all values in e:
1. H 0.229
2. H 0.216
3. N -0.605
4. N -0.611
5. C 0.615
6. C -0.337
7. C 0.156
8. H 0.191
9. H 0.197
10. H 0.169
11. C -0.565
12. H 0.217
13. H 0.441
14. H 0.183
15. C -0.292
16. H 0.229
17. C -0.146
18. H 0.181
19. C -0.223
20. H 0.237
21. H 0.240
22. F -0.282
23. C -0.150
24. C 0.655
25. H 0.169
26. H 0.204
27. N -0.621
28. H 0.425
29. N -0.524
30. C -0.343
31. C -0.263
32. C -0.131
33. C 0.723
34. C 0.336
35. H 0.168
36. N -0.587
37. O -0.503

# 6
A gas-phase ion, C5H10NO2 (charge +1) at a distorted geometry, computed with the ωB97M-V functional and the def2-TZVPD basis.

Values from the calculation:
<S²> = 2.007
Gap between HOMO and LUMO (spin up / spin down) = 6.532 / 10.184 eV
Energy relative to the best compared isomer or geometry (same formula, charge and spin) = 2.349 eV
HOMO energy (spin up / spin down) = -0.3577 / -0.5750 Ha

ORCA input file:
```
! wB97M-V def2-TZVPD RIJCOSX def2/J DEFGRID3
* xyz 1 3
C -1.01886 -1.14002 1.60054
H 1.35825 1.83847 0.27962
H -0.84095 -2.34564 1.58998
H -1.00811 -0.96783 2.62620
H -2.00596 -1.09226 1.33453
H 0.57222 -2.39094 -0.40028
C -0.52657 0.85133 0.23798
H 0.86660 -0.35602 1.12375
C 0.14097 -1.36532 -0.44924
N -0.01234 -0.47805 0.69345
H 1.56286 0.11695 -3.25691
H -0.99188 1.34484 1.22114
C 0.52362 1.81167 -0.34596
O 0.80639 1.46129 -1.70414
H -1.22933 0.51105 -0.44437
H -0.00040 2.80365 -0.25336
C 1.04798 0.25787 -2.21850
O 0.75552 -0.86104 -1.63444
*
```

Quick look at the natural (NBO) charges, all values in e:
1. C -0.438
2. H 0.191
3. H 0.248
4. H 0.255
5. H 0.248
6. H 0.233
7. C -0.239
8. H 0.439
9. C 0.309
10. N -0.413
11. H 0.220
12. H 0.248
13. C -0.081
14. O -0.492
15. H 0.233
16. H 0.247
17. C 0.312
18. O -0.521

no.,energy (eV)
1,-182125.99036
2,-8096.02466
3,-19233.97173
4,-8608.73849
5,-26979.97028
6,-10918.33492